Below is a structure of composition C28H33FIrN9O3P, with properties calculated with ωB97M-V with the def2-TZVPD basis set.

Last column: Mulliken charge in e.
CARTESIAN COORDINATES (ANGSTROEM)
Ir1 0.6259 -0.9702 -0.1726  1.21
C1 -4.6605 -0.4756 3.7422  -0.68
N1 -3.8400 0.5845 3.1393  0.20
C2 -3.8828 1.8718 3.4174  0.10
C3 -2.8553 2.4892 2.5993  -0.55
N2 -2.2390 1.5633 1.8838  -0.43
C4 -2.8174 0.3972 2.2001  0.14
P1 -2.3852 -1.3029 1.4398  -0.17
C5 -1.4292 -3.2414 -0.0770  -0.13
N3 -0.0931 -3.0848 -0.4088  -0.19
C6 0.3746 -4.2025 -0.9404  -0.46
C7 -0.6777 -5.1762 -0.9260  -0.09
N4 -1.7319 -4.5645 -0.4009  0.10
C8 -3.0570 -5.1693 -0.2135  -0.88
C9 -2.2852 -0.5610 -0.2469  0.58
N5 -1.1636 -0.3182 -0.9342  -0.35
C10 -1.5249 0.2946 -2.1119  -0.77
C11 -2.8774 0.4033 -2.1340  -0.31
N6 -3.3388 -0.1384 -0.9564  0.20
C12 -4.7471 -0.1986 -0.5629  -0.86
H1 -5.3092 -0.0292 4.4900  0.36
H2 -5.2679 -0.9506 2.9751  0.27
H3 -4.0004 -1.2021 4.2090  0.31
H4 -4.5762 2.3093 4.1216  0.48
H5 -2.6087 3.5408 2.5610  0.48
H6 1.3794 -4.3344 -1.3145  0.46
H7 -0.6757 -6.2009 -1.2689  0.51
H8 -2.9431 -6.1759 0.1801  0.39
H9 -3.6062 -4.5588 0.4954  0.28
H10 -3.5822 -5.2027 -1.1655  0.34
H11 -0.8016 0.5933 -2.8506  0.48
H12 -3.5458 0.8058 -2.8764  0.53
H13 -5.3375 -0.5780 -1.3931  0.43
H14 -4.8613 -0.8817 0.2784  0.29
H15 -5.1032 0.7940 -0.2934  0.33
C13 3.2063 -2.5051 7.0512  -0.98
C14 2.8432 -1.0926 6.6301  -0.95
N7 2.6897 -0.9710 5.1553  0.18
C15 1.4736 -0.9872 4.6461  -0.17
C16 1.1681 -0.9407 3.2863  -0.63
C17 -0.2909 -0.9520 3.0374  0.29
O1 -1.1302 -0.8414 3.8972  -0.57
O2 -0.6981 -1.1213 1.7478  0.16
C18 2.2531 -0.8631 2.3665  2.10
O3 2.1818 -0.7914 1.0849  -1.19
C19 3.5762 -0.8207 2.9293  0.91
C20 4.6973 -0.7182 2.0799  -0.82
C21 5.9478 -0.6766 2.5988  0.05
F1 6.9907 -0.6517 1.7636  -0.32
C22 6.2078 -0.7095 3.9980  -0.95
C23 5.0986 -0.8297 4.8332  -0.45
C24 3.8004 -0.8842 4.3137  0.02
N8 7.4926 -0.6705 4.4786  0.25
C25 8.5833 0.0193 3.7714  -0.51
C26 9.5106 0.6889 4.7674  -1.14
N9 10.1678 -0.3516 5.6437  -0.01
C27 9.2284 -1.4947 5.9794  -1.12
C28 7.7781 -1.0601 5.8523  -0.73
H16 3.3197 -2.5390 8.1338  0.39
H17 4.1379 -2.8435 6.5987  0.33
H18 2.4193 -3.2069 6.7758  0.34
H19 3.5753 -0.3536 6.9489  0.46
H20 1.8916 -0.7914 7.0623  0.43
H21 0.6611 -1.0468 5.3578  0.53
H22 4.5722 -0.6958 1.0073  0.54
H23 5.2466 -0.8504 5.9001  0.62
H24 8.1853 0.8049 3.1336  0.62
H25 9.1417 -0.6655 3.1280  0.33
H26 8.9718 1.3677 5.4252  0.37
H27 10.2947 1.2460 4.2596  0.45
H28 10.5145 0.0910 6.4973  0.37
H29 10.9934 -0.7270 5.1720  0.37
H30 9.4513 -1.8303 6.9891  0.46
H31 9.4476 -2.3024 5.2844  0.38
H32 7.5477 -0.2671 6.5748  0.38
H33 7.1730 -1.9277 6.1182  0.64

The energy above the lowest of the compared OMol25 structures with the same formula, charge and spin comes out at 0.0 kcal/mol. For the orbital gap (spin up / spin down), the calculation gives 8.04 / 4.91 eV. The spin multiplicity is 6. The total charge is +4. As for the highest occupied orbital energy (spin up / spin down): -17.424 / -17.501 eV.

=====

Below is the ion C28H33N2O4 with charge +1 in a non-equilibrium geometry, with properties calculated with ωB97M-V with the def2-TZVPD basis set.

Last column: Mulliken charge in e.
CARTESIAN COORDINATES (ANGSTROEM)
C1 6.4184 -1.9255 2.2432  -0.80
O1 5.3623 -2.4639 3.0666  -0.44
C2 4.1555 -1.8288 3.0390  0.88
C3 3.0857 -2.4838 3.6888  -0.90
C4 1.8070 -1.9664 3.6049  -0.31
C5 1.5513 -0.7236 2.9878  -0.34
C6 0.1775 -0.1980 2.8035  0.56
C7 -0.8862 -1.0530 2.4554  -1.29
C8 -2.2363 -0.6767 2.1310  0.87
N1 -2.6291 -0.4448 0.6386  -0.07
N2 -3.3832 0.7228 0.2380  -0.34
C9 -3.1861 1.2760 -1.0284  0.74
O2 -2.6363 0.6659 -2.0075  -0.65
O3 -3.7468 2.5046 -1.1025  -0.37
C10 -3.8387 3.2653 -2.3971  1.55
C11 -4.8871 2.6299 -3.2887  -1.63
C12 -2.5154 3.3579 -3.1283  -1.58
C13 -4.3014 4.6594 -1.9821  -1.59
C14 -3.3658 -1.5840 2.6577  -0.37
C15 -4.6439 -1.0575 2.9620  -0.10
C16 -5.7592 -1.8984 2.9698  -0.52
C17 -5.5904 -3.2932 2.8600  -0.45
C18 -4.2958 -3.8220 2.8415  -0.55
C19 -3.1777 -2.9760 2.8357  -0.52
C20 0.0247 1.2542 2.8993  -0.18
C21 0.8200 2.0488 3.7629  -0.02
C22 0.6531 3.4138 3.8499  -1.09
C23 -0.3088 4.0407 3.0184  0.67
O4 -0.4168 5.3874 3.1410  -0.46
C24 -1.3005 6.1211 2.2596  -0.77
C25 -1.0713 3.2855 2.0958  -0.67
C26 -0.8551 1.9209 2.0428  -0.67
C27 2.6557 -0.0447 2.4164  -0.32
C28 3.9345 -0.5817 2.3998  -0.71
H1 7.2642 -2.5877 2.4370  0.25
H2 6.1362 -1.9557 1.1773  0.35
H3 6.6577 -0.8914 2.5394  0.31
H4 3.3144 -3.4058 4.2204  0.43
H5 0.9894 -2.5173 4.0613  0.48
H6 -0.6806 -2.1145 2.7040  0.05
H7 -2.4941 0.3266 2.5592  0.50
H8 -3.3698 -1.2400 0.4800  0.54
H9 -1.9910 -0.6151 -0.1630  0.52
H10 -3.6558 1.3451 0.9840  0.36
H11 -5.8446 2.5596 -2.7570  0.38
H12 -5.0535 3.2456 -4.1850  0.44
H13 -4.5648 1.6364 -3.6196  0.38
H14 -1.7517 3.8280 -2.4958  0.36
H15 -2.1875 2.3617 -3.4363  0.39
H16 -2.6150 3.9811 -4.0333  0.44
H17 -3.5493 5.1537 -1.3473  0.32
H18 -4.4623 5.3090 -2.8570  0.42
H19 -5.2556 4.6037 -1.4369  0.39
H20 -4.7902 0.0215 3.1391  0.39
H21 -6.7702 -1.4703 2.9715  0.38
H22 -6.4566 -3.9414 2.7461  0.39
H23 -4.1517 -4.9066 2.7421  0.38
H24 -2.1792 -3.4157 2.8893  0.32
H25 1.5826 1.6064 4.3905  0.60
H26 1.2124 4.0518 4.5313  0.45
H27 -1.1873 7.1611 2.5816  0.27
H28 -0.9848 5.9998 1.2105  0.32
H29 -2.3400 5.7798 2.3894  0.31
H30 -1.8148 3.7403 1.4373  0.50
H31 -1.3883 1.3192 1.3213  1.03
H32 2.5151 0.9217 1.9325  0.46
H33 4.7613 -0.0495 1.9164  0.32

Its SMILES is COc1ccc(C(=C[C@@H]([NH2+]NC(=O)OC(C)(C)C)c2ccccc2)c2ccc(OC)cc2)cc1. For the orbital gap, the calculation gives 7.59 eV. The total charge is +1. As for the highest occupied orbital energy: -10.483 eV.

=====

Below is a structure of composition C28H33N3O3PSn, with properties calculated with ωB97M-V with the def2-TZVPD basis set.

Last column: Mulliken charge in e.
CARTESIAN COORDINATES (ANGSTROEM)
Sn1 0.1188 -0.6142 -0.3594  1.50
O1 1.3679 1.8520 -2.5213  -0.47
C1 0.6487 0.9085 -2.5533  0.36
O2 0.9967 -0.3506 -2.1532  -0.50
C2 -0.8437 0.9726 -2.9175  -0.88
P1 -1.8061 0.7105 -1.3817  1.08
C3 -3.3199 -0.1595 -1.6866  1.03
C4 -4.5316 0.3392 -1.2046  -0.45
C5 -5.7081 -0.3252 -1.5166  -0.77
C6 -5.6746 -1.4745 -2.2925  -0.52
C7 -4.4649 -1.9734 -2.7711  -0.78
C8 -3.2863 -1.3230 -2.4658  -0.59
C9 -2.0225 2.1944 -0.4304  0.58
C10 -1.7828 3.4518 -0.9855  -0.38
C11 -2.0582 4.5865 -0.2356  -0.81
C12 -2.5605 4.4661 1.0526  -0.56
C13 -2.7778 3.2099 1.6147  -0.92
C14 -2.5036 2.0717 0.8790  -0.40
H1 -1.1169 0.1606 -3.5915  0.39
H2 -1.0971 1.9333 -3.3630  0.62
H3 -4.5668 1.2447 -0.6143  0.42
H4 -6.6523 0.0638 -1.1615  0.45
H5 -6.5962 -1.9890 -2.5297  0.43
H6 -4.4517 -2.8625 -3.3861  0.44
H7 -2.3462 -1.7188 -2.8388  0.20
H8 -1.3953 3.5651 -1.9889  0.32
H9 -1.8949 5.5645 -0.6677  0.49
H10 -2.7905 5.3562 1.6237  0.48
H11 -3.1767 3.1234 2.6166  0.50
H12 -2.6879 1.0936 1.3132  0.51
C15 2.5082 -5.4508 -1.6132  -0.91
N1 2.2650 -4.0467 -2.0758  -0.01
C16 0.8675 -3.8847 -2.5700  -0.74
C17 2.6529 -2.9749 -1.0703  -1.74
C18 1.9710 -3.0849 0.2722  1.16
C19 2.4832 -3.9849 1.2045  -0.41
C20 1.9518 -4.1090 2.4801  -0.83
C21 0.8872 -3.3085 2.8655  -0.84
C22 0.3784 -2.3805 1.9692  -0.78
C23 0.9161 -2.2601 0.6873  0.21
H13 2.3028 -6.1197 -2.4451  0.36
H14 1.8400 -5.6699 -0.7855  0.46
H15 3.5469 -5.5513 -1.3083  0.36
H16 2.8878 -3.8967 -2.8724  0.36
H17 0.1903 -4.1102 -1.7480  0.37
H18 0.6985 -4.5843 -3.3845  0.42
H19 0.7379 -2.8621 -2.9186  0.21
H20 2.4441 -2.0241 -1.5598  0.59
H21 3.7311 -3.0671 -0.9456  0.52
H22 3.3400 -4.5916 0.9358  0.51
H23 2.3831 -4.8187 3.1730  0.45
H24 0.4640 -3.3916 3.8570  0.47
H25 -0.4449 -1.7528 2.2941  0.46
N2 0.9307 1.0759 0.5855  -0.41
C24 1.4312 1.9567 1.1681  0.63
N3 1.9562 2.9339 1.7871  0.04
C25 3.4307 3.1774 1.8001  -0.53
C26 3.8626 3.3595 3.2463  -0.55
O3 3.1061 4.3767 3.8628  -0.35
C27 1.7387 4.0528 3.9376  -0.72
C28 1.1462 3.9320 2.5418  -0.08
H26 3.6047 4.0874 1.2256  0.29
H27 3.9356 2.3426 1.3183  0.43
H28 4.9056 3.6692 3.2734  0.37
H29 3.7599 2.4164 3.7980  0.32
H30 1.2418 4.8603 4.4724  0.38
H31 1.5927 3.1185 4.4951  0.35
H32 1.2293 4.8785 2.0061  0.23
H33 0.1062 3.6096 2.5573  0.17

For the orbital gap, the calculation gives 7.55 eV. The total charge is +3. As for the highest occupied orbital energy: -17.001 eV.